A molecular structure, C23H42N2O3P2Pt, computed with ωB97M-V/def2-TZVPD.

Results
* E_tot: -2038.7430 Ha
* HOMO (alpha / beta): -3.83 / -8.41 eV
* M: 651.63 g mol⁻¹
* relative energy (zero: lowest compared OMol25 entry of this formula, charge and spin): 0.0 kcal/mol

```
! RIJCOSX wB97M-V def2-TZVPD def2/J DEFGRID3
* xyz 0 3
P -0.4567 2.2114 -0.5266
P 0.4478 -0.8724 -0.1200
C 1.0652 1.6069 -1.3661
C 1.1482 0.0892 -1.5190
H 1.9364 2.0106 -0.8290
H 1.0882 2.0752 -2.3534
H 0.6498 -0.2432 -2.4437
H 2.1950 -0.2059 -1.6065
C 1.7614 -1.3299 1.0338
H 1.4673 -2.2690 1.5238
H 1.8605 -0.5520 1.8045
H 2.7105 -1.4772 0.5013
C -0.3588 -2.3476 -0.7773
H 0.3411 -2.9345 -1.3837
H -1.2247 -2.0395 -1.3753
H -0.7232 -2.9392 0.0716
C -0.0306 3.7181 0.3998
H -0.9553 4.1405 0.8110
H 0.4490 4.4715 -0.2368
H 0.6388 3.4565 1.2292
C -1.6704 2.6627 -1.8051
H -2.0055 1.7583 -2.3266
H -1.2433 3.3619 -2.5340
H -2.5301 3.1373 -1.3180
Pt -1.0238 0.5497 0.7939
C 3.3296 0.0668 -3.7937
C 4.1063 0.1593 -2.6993
C 5.2238 1.1534 -2.5657
C 4.9398 2.5923 -3.0993
C 3.5394 3.0934 -2.8778
C 2.5414 2.9582 -3.7673
C 2.6816 2.2203 -5.0706
C 3.5136 0.9001 -5.0297
C -2.5970 1.7076 1.5026
H 2.5446 -0.6981 -3.8728
H 4.0680 -0.5970 -1.9043
H 6.1249 0.7664 -3.0754
H 5.4873 1.2392 -1.5009
H 5.6116 3.2698 -2.5460
H 5.2325 2.6528 -4.1589
H 3.3965 3.6593 -1.9476
H 1.6014 3.5114 -3.6414
H 3.1249 2.8886 -5.8317
H 1.6741 1.9667 -5.4365
H 3.1708 0.2858 -5.8786
H 4.5732 1.1307 -5.2154
H -3.4416 1.0148 1.6371
H -2.8725 2.5345 0.8327
H -2.2576 2.0901 2.4790
C -1.7500 -4.5041 3.2541
C -3.1294 -3.8687 3.2893
C -3.1123 -2.3323 3.4926
C -4.5777 -1.8223 3.6974
C -5.5596 -2.2938 2.6402
C -2.3406 -1.9901 4.7772
O -2.6901 -2.3831 5.8887
N -1.1941 -1.2208 4.6614
C -0.7430 -0.5148 3.5336
O 0.2594 0.1863 3.5752
N -1.5003 -0.7113 2.3927
C -2.4774 -1.6482 2.2506
O -2.8830 -1.9412 1.1113
H -1.1445 -4.1016 2.4317
H -1.8611 -5.5813 3.0845
H -1.2173 -4.3575 4.2037
H -3.6648 -4.0791 2.3528
H -3.7151 -4.3024 4.1172
H -4.9151 -2.1556 4.6933
H -4.5356 -0.7226 3.7162
H -5.9178 -3.3071 2.8537
H -6.4310 -1.6350 2.6388
H -5.0864 -2.2780 1.6518
H -0.6664 -1.0413 5.5052
*
```



A molecular structure, C23H42N2O3P2Sn, computed with ωB97M-V/def2-TZVPD.

Results
* E_tot: -2132.9681 Ha
* HOMO (alpha / beta): -12.11 / -12.18 eV
* M: 575.26 g mol⁻¹
* relative energy (zero: lowest compared OMol25 entry of this formula, charge and spin): 177.6 kcal/mol

```
! RIJCOSX wB97M-V def2-TZVPD def2/J DEFGRID3
* xyz 2 1
P 1.4782 -1.7908 -0.5319
P 0.3091 1.4233 0.0525
C 1.8706 -0.3969 -1.6622
C 1.7682 1.0259 -1.0828
H 1.2864 -0.4105 -2.6327
H 2.9000 -0.5832 -1.8912
H 2.7201 1.3097 -0.5682
H 1.5426 1.8129 -1.8597
C -0.8616 2.5312 -0.7577
H -1.2628 3.1956 0.0216
H -1.6743 2.0796 -1.3340
H -0.2175 3.1576 -1.4382
C 0.9925 2.8554 0.9502
H 0.9339 3.7490 0.3049
H 2.0113 2.6988 1.3309
H 0.2404 2.9729 1.7541
C 0.1566 -3.0023 -0.8040
H 0.1246 -3.6107 0.0945
H 0.5647 -3.5440 -1.6625
H -0.8863 -2.7062 -1.0422
C 2.7644 -3.0597 -0.6507
H 3.4719 -2.9155 0.1596
H 3.2270 -3.0570 -1.6436
H 2.2825 -4.0310 -0.4859
Sn -1.8870 -0.8122 -2.1192
C -0.7379 0.6614 -4.1406
C -2.1020 0.7579 -3.7913
C -3.3081 -0.0294 -4.3405
C -2.8724 -1.4233 -4.8470
C -1.9286 -2.1507 -3.8629
C -0.5402 -2.3597 -4.0978
C 0.3234 -1.5776 -5.0050
C -0.1600 -0.0997 -5.2866
C -2.0714 -1.3218 0.2017
H -0.0515 1.4216 -3.7120
H -2.3831 1.7112 -3.3658
H -3.8857 0.5192 -5.1186
H -4.0629 -0.2200 -3.5472
H -3.7529 -2.0811 -5.0060
H -2.3831 -1.2641 -5.8088
H -2.3809 -2.9652 -3.2563
H -0.1271 -3.3063 -3.7198
H 0.5496 -1.9681 -6.0252
H 1.3390 -1.5088 -4.5608
H 0.7400 0.4814 -5.5761
H -0.7966 -0.1268 -6.1951
H -1.1248 -0.8264 0.4273
H -1.9590 -2.3835 0.5697
H -2.8746 -0.8155 0.7819
C -0.6100 -0.5156 5.8210
C 0.7418 -0.0627 5.2992
C 0.8340 1.1378 4.3209
C 0.5877 2.4900 5.0414
C -0.7695 2.7949 5.6756
C 2.2340 1.1671 3.7452
O 3.0813 2.0153 3.8746
N 2.4328 0.0360 2.8465
C 1.4965 -0.2691 1.9311
O 1.8449 -1.2442 1.0426
N 0.2796 0.3077 1.8864
C -0.1434 0.9566 3.0954
O -1.2623 1.4311 3.1358
H -1.1443 0.2768 6.3490
H -0.4588 -1.3368 6.5331
H -1.2644 -0.8876 5.0255
H 1.4404 0.1188 6.1355
H 1.1500 -0.9183 4.7660
H 1.3530 2.6285 5.8227
H 0.7596 3.2714 4.3005
H -0.8139 2.3928 6.6908
H -0.8718 3.8844 5.7595
H -1.6115 2.4158 5.0873
H 3.4098 -0.1071 2.5954
*
```



A molecular structure, C23H43As3GaN2O8, computed with ωB97M-V/def2-TZVPD.

Results
* E_tot: -10244.7626 Ha
* HOMO: -17.07 eV
* M: 770.09 g mol⁻¹
* relative energy (zero: lowest compared OMol25 entry of this formula, charge and spin): 4.5 kcal/mol

```
! RIJCOSX wB97M-V def2-TZVPD def2/J DEFGRID3
* xyz 3 1
Ga 0.2864 0.1042 -1.8843
C -2.5355 -1.1425 -2.1607
N -1.3806 -0.6291 -2.9465
C -0.9387 -1.7211 -3.8572
C -1.8821 0.5184 -3.7630
C -0.7248 1.3838 -4.2042
N 0.0345 1.8362 -2.9984
C -0.7486 2.8455 -2.2381
C 1.2728 2.5110 -3.4788
H -3.3700 -1.3402 -2.8353
H -2.8486 -0.3926 -1.4325
H -2.2582 -2.0660 -1.6660
H -1.7907 -2.0851 -4.4338
H -0.5397 -2.5390 -3.2593
H -0.1787 -1.3608 -4.5475
H -2.5591 1.1002 -3.1390
H -2.4684 0.1461 -4.6043
H -1.0747 2.2525 -4.7656
H -0.0285 0.8398 -4.8447
H -1.0170 3.6776 -2.8918
H -0.1228 3.2235 -1.4332
H -1.6561 2.4157 -1.8176
H 0.9933 3.3456 -4.1236
H 1.8682 1.8084 -4.0596
H 1.8499 2.8753 -2.6358
C -3.6442 -0.9388 4.3468
O -3.7616 0.4523 4.0079
C -2.7931 1.1520 3.4944
O -2.9347 2.3193 3.1876
C -1.4846 0.5804 2.9986
C -0.4673 0.0241 3.6289
As 1.3404 -0.3099 2.9630
C 1.2276 -2.2514 2.6688
C 0.8495 0.3008 1.0350
C -0.1453 -0.0279 0.1200
As -1.4378 1.3710 1.2236
C -0.4604 3.0186 1.6443
C -0.6701 -1.4451 0.2061
O -0.1928 -2.2116 -0.6087
O -1.5906 -1.7166 1.0859
C -2.0964 -3.0877 1.1752
C 1.7802 1.3855 0.5129
O 1.9403 1.5644 -0.6890
O 2.3976 2.0282 1.4530
C 3.3525 3.0656 1.0707
C -0.4006 -0.3670 5.0731
O 0.5939 -0.9637 5.4300
O -1.4096 -0.0011 5.8163
C -1.3153 -0.3044 7.2431
H -4.6530 -1.3345 4.2879
H -3.2652 -1.0388 5.3587
H -2.9959 -1.4533 3.6377
H 1.8705 -2.6950 3.4268
H 1.6087 -2.5163 1.6840
H 0.2178 -2.6294 2.8022
H 0.2191 2.8800 2.4790
H -1.2663 3.6885 1.9435
H 0.0471 3.4315 0.7750
H -3.1077 -3.0834 0.7778
H -2.1064 -3.3367 2.2319
H -1.4487 -3.7597 0.6215
H 3.7469 3.4399 2.0077
H 2.8307 3.8457 0.5216
H 4.1370 2.6202 0.4647
H -2.2315 0.0825 7.6730
H -0.4440 0.1980 7.6540
H -1.2315 -1.3796 7.3773
C 3.9199 0.1694 -2.9223
As 2.4194 -1.0038 -2.5711
C 2.9459 -2.0490 -1.0323
C 2.5041 -2.2486 -4.0513
H 4.8267 -0.4080 -2.7436
H 3.9006 1.0432 -2.2778
H 3.9027 0.4706 -3.9686
H 3.9257 -2.4851 -1.2253
H 2.2132 -2.8340 -0.8677
H 3.0111 -1.4116 -0.1506
H 3.5313 -2.6121 -4.0835
H 2.2798 -1.7440 -4.9894
H 1.8322 -3.0911 -3.9073
*
```